{"formula": "C3H3BrO", "method": "ωB97M-V/def2-TZVPD", "relative_energy_kj_mol": 32.0, "total_charge": 0, "total_energy_ha": -2765.32032, "homo_lumo_gap_ha": 0.3851, "species": ["C", "C", "C", "O", "Br", "H", "H", "H"], "positions_angstrom": [[0.6360, -0.5148, 1.0291], [0.5194, 0.3068, 0.0068], [-0.8756, 0.0783, -0.8248], [-1.6865, -0.7518, -0.6946], [-1.2830, 1.6422, -1.8858], [1.5614, -0.4582, 1.7226], [0.0245, -1.4684, 1.1107], [1.1038, 1.1659, -0.4639]], "mulliken_charge": [-0.534, -0.235, 0.600, -0.395, -0.207, 0.240, 0.240, 0.290]}